Entry 1:
The following is a quantum chemistry calculation of a 2-piece molecular cluster, C3H8N2O overall, from OMol25.

Results
Highest occupied orbital energy = -9.461 eV
Largest force on an atom = 0.65 eV Å⁻¹
SMILES = CN=C=O.CN
ΔE to the lowest compared entry with this formula, charge and spin = 40.47 kcal per mole

Positions of all 14 atoms, in Å:
C -1.736 -1.496 0.400
N -0.561 -0.678 0.214
C 0.576 -1.146 0.200
O 1.526 -1.847 0.279
H -1.479 -2.533 0.636
H -2.334 -1.075 1.216
H -2.337 -1.468 -0.518
C 0.411 1.785 -0.319
N 1.476 0.778 -0.331
H 0.718 2.739 -0.760
H -0.479 1.412 -0.844
H 0.095 1.939 0.719
H 1.911 0.636 -1.236
H 2.213 0.955 0.344



Entry 2:
The following is a quantum chemistry calculation of the molecule C5H12S2 at a distorted geometry, from OMol25.

Results
Highest occupied orbital energy = -7.803 eV
Largest force on an atom = 2.25 eV Å⁻¹
SMILES = CCCSSCC
ΔE to the lowest compared entry with this formula, charge and spin = 10.38 kcal per mole

Positions of all 19 atoms, in Å:
C -2.332 0.345 1.445
C -1.653 1.676 1.027
C -0.133 1.745 1.262
S 0.858 1.421 -0.271
S 0.312 -0.505 -0.694
C 1.826 -0.997 -1.654
C 1.948 -2.501 -1.772
H -2.293 0.276 2.528
H -1.857 -0.470 0.917
H -3.375 0.547 1.198
H -2.050 2.550 1.551
H -1.847 1.890 -0.024
H 0.237 2.749 1.487
H 0.228 1.133 2.086
H 1.631 -0.462 -2.576
H 2.733 -0.687 -1.130
H 0.998 -2.915 -2.139
H 2.044 -2.960 -0.787
H 2.724 -2.836 -2.454



Entry 3:
The following is a quantum chemistry calculation of an isolated ion of composition C23H28NO2 and charge +1 at a distorted geometry, from OMol25.

Results
Highest occupied orbital energy = -9.831 eV
Total charge = +1
Largest force on an atom = 3.37 eV Å⁻¹
ΔE to the lowest compared entry with this formula, charge and spin = 49.40 kcal per mole

Positions of all 54 atoms, in Å:
C 3.226 0.942 1.583
C 2.055 0.134 1.150
O 1.221 0.028 2.634
C 0.041 -0.496 2.639
C -0.232 -1.966 3.055
C -1.554 -2.218 2.390
O -0.946 0.134 2.055
C -0.765 1.622 1.809
C -1.970 2.018 1.007
H 3.904 1.118 0.745
H 2.894 1.910 1.971
H 3.769 0.408 2.368
H 1.382 0.607 0.435
H 2.253 -0.912 0.932
H 0.584 -2.446 2.486
H -1.864 -3.261 2.492
H -2.341 -1.641 2.885
H -1.458 -1.993 1.335
H -0.765 2.077 2.804
H 0.167 1.822 1.285
H -2.026 3.105 0.913
H -1.928 1.602 -0.004
H -2.899 1.687 1.478
C -2.494 -6.926 3.728
N -2.089 -5.723 4.418
C -1.237 -4.786 3.917
C -1.063 -3.718 4.813
C -0.192 -2.509 4.464
C -0.202 -1.486 5.598
C -1.394 -1.014 6.140
C -1.353 -0.142 7.237
C -0.108 0.206 7.777
C 1.093 -0.306 7.268
C 1.040 -1.170 6.167
C -1.814 -4.124 6.033
C -1.912 -3.760 7.372
C -2.695 -4.519 8.274
C -3.383 -5.667 7.863
C -3.295 -6.095 6.533
C -2.504 -5.334 5.679
H -3.253 -7.439 4.332
H -2.928 -6.675 2.747
H -1.640 -7.606 3.568
H -0.756 -4.981 2.959
H 0.829 -2.952 4.523
H -2.345 -1.372 5.742
H -2.286 0.212 7.664
H -0.073 0.876 8.629
H 2.069 -0.075 7.697
H 1.942 -1.624 5.747
H -1.365 -2.905 7.760
H -2.773 -4.216 9.315
H -3.983 -6.241 8.564
H -3.807 -6.978 6.171



Entry 4:
The following is a quantum chemistry calculation of a 15-piece molecular cluster, C45H120O15 overall at a distorted geometry, from OMol25.

Results
Highest occupied orbital energy = -9.367 eV
Largest force on an atom = 3.45 eV Å⁻¹
ΔE to the lowest compared entry with this formula, charge and spin = 106.22 kcal per mole

Positions of all 180 atoms, in Å:
C 3.997 -0.374 1.664
C 4.470 1.080 1.392
C 5.907 1.199 0.974
O 3.658 1.822 0.503
H 4.715 -0.788 2.382
H 4.161 -1.016 0.809
H 2.981 -0.396 2.025
H 4.313 1.588 2.321
H 6.155 2.247 0.688
H 6.123 0.611 0.113
H 6.562 0.792 1.775
H 3.584 1.302 -0.324
C 4.230 4.639 2.201
C 2.830 4.221 2.620
C 2.054 5.385 3.200
O 2.029 3.872 1.429
H 4.143 5.378 1.432
H 4.811 3.799 1.787
H 4.620 5.057 3.134
H 2.887 3.370 3.289
H 2.482 5.689 4.154
H 1.054 5.175 3.429
H 2.107 6.279 2.531
H 2.447 3.103 1.037
C -0.361 -1.730 -4.039
C -0.218 -2.767 -5.107
C 0.615 -2.363 -6.364
O 0.445 -3.874 -4.468
H 0.599 -1.255 -3.773
H -0.928 -2.151 -3.230
H -0.991 -0.934 -4.537
H -1.190 -3.111 -5.410
H 0.640 -3.270 -6.974
H 1.643 -2.207 -5.967
H 0.139 -1.526 -6.847
H 0.382 -4.629 -5.083
C 2.478 0.888 4.867
C 1.291 1.242 5.677
C 0.903 2.711 5.567
O 0.216 0.266 5.381
H 2.780 -0.119 4.978
H 3.341 1.596 4.936
H 2.159 0.956 3.758
H 1.525 1.080 6.718
H -0.030 2.859 6.099
H 0.945 2.975 4.533
H 1.590 3.272 6.168
H -0.268 0.579 4.615
C -2.587 4.201 -4.201
C -1.633 3.331 -3.456
C -1.165 2.096 -4.204
O -0.549 4.179 -3.141
H -3.016 5.015 -3.552
H -3.405 3.679 -4.633
H -2.041 4.669 -5.078
H -2.147 3.080 -2.534
H -0.662 2.437 -5.092
H -2.089 1.600 -4.517
H -0.444 1.524 -3.713
H 0.056 3.786 -2.456
C -6.147 0.851 -1.299
C -5.051 0.337 -2.269
C -5.669 0.062 -3.586
O -3.924 1.199 -2.450
H -6.786 1.640 -1.700
H -5.631 1.188 -0.395
H -6.747 -0.067 -0.982
H -4.752 -0.639 -1.922
H -6.670 -0.441 -3.592
H -5.021 -0.534 -4.205
H -5.657 0.994 -4.130
H -3.321 1.047 -1.694
C 2.167 -2.956 3.942
C 0.959 -3.835 3.551
C 1.021 -3.979 2.039
O 1.147 -5.056 4.224
H 2.438 -3.013 5.025
H 1.747 -1.977 3.713
H 3.107 -3.228 3.451
H -0.046 -3.439 3.799
H 1.450 -3.091 1.607
H 0.088 -4.228 1.519
H 1.753 -4.781 1.791
H 0.335 -5.593 4.141
C 1.994 -6.242 -2.303
C 1.659 -5.014 -1.392
C 2.787 -4.027 -1.545
O 0.457 -4.281 -1.743
H 1.074 -6.763 -2.654
H 2.606 -6.934 -1.743
H 2.524 -5.795 -3.171
H 1.383 -5.443 -0.428
H 3.743 -4.460 -1.378
H 2.742 -3.117 -0.897
H 2.729 -3.621 -2.597
H 0.548 -4.061 -2.716
C -3.752 -4.521 3.037
C -2.766 -4.562 4.179
C -3.280 -4.793 5.565
O -1.735 -5.543 3.889
H -4.391 -5.385 3.159
H -3.346 -4.433 2.054
H -4.462 -3.696 3.078
H -2.337 -3.602 4.099
H -4.117 -4.208 5.846
H -2.488 -4.835 6.332
H -3.653 -5.839 5.591
H -2.083 -6.345 3.550
C -2.052 5.390 2.104
C -1.598 4.138 1.443
C -1.110 4.265 0.045
O -0.583 3.629 2.326
H -2.811 5.905 1.459
H -1.223 6.035 2.202
H -2.569 5.189 3.026
H -2.390 3.377 1.388
H -1.922 4.555 -0.656
H -0.662 3.334 -0.270
H -0.406 5.118 0.034
H 0.303 3.560 1.885
C 4.041 4.473 -1.927
C 2.593 4.644 -2.224
C 2.092 6.057 -1.971
O 2.435 4.392 -3.656
H 4.163 4.433 -0.838
H 4.687 5.261 -2.290
H 4.422 3.542 -2.419
H 2.078 3.861 -1.671
H 1.049 6.200 -2.435
H 2.900 6.568 -2.501
H 1.951 6.324 -0.912
H 1.482 4.633 -3.870
C 2.406 1.015 -3.254
C 3.390 -0.202 -3.119
C 4.566 0.087 -4.094
O 3.869 -0.082 -1.815
H 1.583 0.844 -2.570
H 2.169 1.117 -4.284
H 2.950 1.918 -2.934
H 2.913 -1.228 -3.439
H 4.834 1.130 -4.027
H 4.157 -0.078 -5.119
H 5.418 -0.597 -3.828
H 3.855 -0.945 -1.389
C -3.028 -5.011 -3.479
C -3.494 -4.337 -2.173
C -4.662 -5.132 -1.567
O -2.434 -4.416 -1.226
H -3.707 -4.975 -4.319
H -2.923 -6.096 -3.338
H -2.074 -4.639 -3.746
H -3.752 -3.302 -2.316
H -5.492 -5.348 -2.194
H -5.047 -4.765 -0.625
H -4.279 -6.132 -1.271
H -1.576 -4.384 -1.653
C -3.428 -0.118 3.387
C -2.730 1.266 3.291
C -2.839 2.013 4.641
O -1.388 1.153 2.881
H -2.920 -0.756 4.072
H -3.464 -0.493 2.395
H -4.410 -0.106 3.801
H -3.362 1.844 2.607
H -2.350 1.330 5.355
H -3.846 2.153 5.000
H -2.277 2.945 4.629
H -1.104 2.081 2.531
C 0.477 -0.179 -0.169
C -0.924 -0.397 -0.654
C -1.584 -1.688 -0.254
O -1.769 0.806 -0.249
H 1.132 -1.002 -0.508
H 0.510 -0.109 0.884
H 0.787 0.786 -0.490
H -0.956 -0.379 -1.749
H -0.801 -2.433 -0.413
H -2.447 -1.924 -0.873
H -1.840 -1.789 0.812
H -1.947 0.604 0.705



Entry 5:
The following is a quantum chemistry calculation of the molecule C3H5NO2, from OMol25.

Results
Highest occupied orbital energy = -8.910 eV
Largest force on an atom = 0.36 eV Å⁻¹
SMILES = C=C1NOCO1
ΔE to the lowest compared entry with this formula, charge and spin = 78.50 kcal per mole

Positions of all 11 atoms, in Å:
C -1.053 -0.204 1.543
C -0.248 0.110 0.538
N -0.530 1.012 -0.540
O 0.498 0.732 -1.509
C 1.011 -0.509 -1.097
O 0.964 -0.479 0.310
H -2.032 0.249 1.633
H -0.727 -0.934 2.272
H -0.302 1.964 -0.255
H 0.377 -1.335 -1.454
H 2.040 -0.606 -1.441



Entry 6:
The following is a quantum chemistry calculation of a 7-piece molecular cluster, C50H89BN2O22S7 overall at a distorted geometry, from OMol25.

Results
Highest occupied orbital energy = -8.745 eV
Largest force on an atom = 1.54 eV Å⁻¹
SMILES = [H]/N=C\C[C@@]1(NCCCC)[C@H](CCCCOC=O)[C@@](CCOC(C)=O)(Cc2ccccc2)S(=O)(=O)O[C@]1(O)B(O)O.O=S1(=O)CCCC1.O=S1(=O)CCCC1.O=S1(=O)CCCC1.O=S1(=O)CCCC1.O=S1(=O)CCCC1.O=S1(=O)CCCC1

Positions of all 171 atoms, in Å:
H 7.789 1.766 -2.636
N 7.355 2.679 -2.473
C 6.145 2.509 -2.153
C 5.449 1.172 -2.078
C 4.351 1.011 -1.016
N 3.389 2.101 -1.079
C 2.895 2.628 -2.353
C 2.105 3.920 -2.046
C 0.645 3.649 -1.680
C -0.125 4.965 -1.628
C 3.821 -0.449 -1.242
C 3.174 -0.681 -2.629
C 3.847 -1.832 -3.427
C 3.650 -1.582 -4.932
C 4.639 -0.555 -5.473
O 4.989 -0.881 -6.830
C 5.813 0.067 -7.328
O 5.419 1.030 -7.888
C 2.993 -1.100 -0.090
C 1.735 -0.342 0.379
C 0.729 0.036 -0.687
O -0.026 -1.112 -1.117
C -0.883 -0.872 -2.107
C -1.712 -2.057 -2.478
O -1.010 0.194 -2.643
C 2.643 -2.550 -0.481
C 2.188 -3.482 0.618
C 0.866 -3.564 1.058
C 0.520 -4.427 2.100
C 1.481 -5.229 2.721
C 2.796 -5.181 2.269
C 3.135 -4.318 1.229
S 4.102 -1.074 1.327
O 3.426 -1.474 2.517
O 5.299 -1.810 1.024
O 4.336 0.477 1.473
C 5.010 1.193 0.386
O 6.369 0.893 0.453
B 4.838 2.746 0.827
O 5.854 3.648 0.577
O 3.676 3.143 1.454
H 5.553 3.397 -1.957
H 6.196 0.392 -1.975
H 5.020 1.018 -3.067
H 2.596 1.974 -0.468
H 3.668 2.885 -3.068
H 2.157 1.948 -2.783
H 2.199 4.631 -2.863
H 2.581 4.361 -1.169
H 0.211 2.994 -2.435
H 0.611 3.192 -0.691
H 0.435 5.675 -1.021
H -1.107 4.818 -1.206
H -0.184 5.397 -2.626
H 4.737 -1.040 -1.260
H 3.250 0.179 -3.282
H 2.126 -0.957 -2.573
H 3.379 -2.783 -3.201
H 4.922 -1.843 -3.255
H 2.653 -1.189 -5.115
H 3.820 -2.491 -5.505
H 5.523 -0.502 -4.829
H 4.204 0.446 -5.465
H 6.890 -0.084 -7.190
H 1.226 -0.955 1.120
H 1.983 0.574 0.910
H 1.171 0.534 -1.543
H 0.032 0.755 -0.259
H -1.202 -2.996 -2.280
H -1.935 -2.011 -3.537
H -2.654 -2.039 -1.938
H 1.894 -2.556 -1.267
H 3.542 -2.988 -0.910
H 0.104 -2.940 0.612
H -0.507 -4.448 2.434
H 1.171 -5.858 3.538
H 3.566 -5.788 2.720
H 4.159 -4.281 0.886
H 6.549 0.005 0.118
H 6.421 3.720 1.354
H 3.838 3.486 2.339
O -3.574 2.072 1.575
S -3.586 2.571 0.219
O -2.552 3.460 -0.251
C -3.745 1.192 -0.903
C -5.253 1.002 -1.059
C -5.829 2.418 -1.210
C -5.195 3.291 -0.121
H -3.238 0.326 -0.484
H -3.274 1.481 -1.842
H -5.489 0.375 -1.920
H -5.656 0.519 -0.171
H -5.572 2.814 -2.196
H -6.911 2.420 -1.127
H -5.055 4.320 -0.443
H -5.771 3.265 0.803
O 0.334 -9.518 5.640
S 1.476 -8.949 4.974
O 1.319 -8.055 3.854
C 2.534 -8.187 6.200
C 3.468 -9.308 6.642
C 3.882 -10.040 5.357
C 2.610 -10.274 4.533
H 1.922 -7.784 7.003
H 3.083 -7.384 5.708
H 4.330 -8.919 7.182
H 2.937 -9.995 7.305
H 4.578 -9.416 4.792
H 4.387 -10.980 5.573
H 2.796 -10.233 3.463
H 2.129 -11.216 4.789
O -6.625 -1.202 0.651
S -7.922 -0.703 0.269
O -8.148 0.685 -0.042
C -8.551 -1.719 -1.062
C -9.279 -2.857 -0.353
C -10.065 -2.203 0.792
C -9.113 -1.233 1.506
H -7.723 -2.051 -1.685
H -9.240 -1.109 -1.645
H -9.933 -3.397 -1.036
H -8.555 -3.567 0.053
H -10.913 -1.652 0.382
H -10.460 -2.943 1.485
H -9.629 -0.359 1.893
H -8.561 -1.723 2.305
O -2.663 7.872 2.038
S -1.733 6.903 2.563
O -0.360 6.874 2.122
C -1.783 6.973 4.352
C -2.881 5.988 4.738
C -2.672 4.760 3.843
C -2.454 5.264 2.411
H -1.981 7.995 4.667
H -0.810 6.648 4.719
H -2.833 5.727 5.791
H -3.862 6.427 4.541
H -1.791 4.210 4.179
H -3.519 4.076 3.888
H -1.775 4.629 1.851
H -3.394 5.365 1.871
O -4.721 5.224 7.468
S -3.791 4.257 7.992
O -2.415 4.232 7.564
C -3.855 4.313 9.779
C -4.953 3.320 10.147
C -4.733 2.098 9.245
C -4.505 2.616 7.818
H -4.060 5.332 10.101
H -2.884 3.989 10.153
H -4.913 3.057 11.203
H -5.933 3.758 9.946
H -3.852 1.550 9.583
H -5.578 1.412 9.280
H -3.815 1.992 7.257
H -5.439 2.721 7.271
O -0.432 -0.279 -9.680
S 0.554 0.091 -10.664
O 0.181 0.798 -11.862
C 1.887 0.958 -9.843
C 2.853 -0.144 -9.420
C 2.940 -1.102 -10.617
C 1.508 -1.371 -11.098
H 1.484 1.529 -9.010
H 2.342 1.628 -10.572
H 3.827 0.263 -9.149
H 2.458 -0.674 -8.551
H 3.516 -0.633 -11.417
H 3.444 -2.031 -10.353
H 1.452 -1.518 -12.173
H 1.062 -2.220 -10.584